Entry 1:
C12H25NOS | ωB97M-V/def2-TZVPD

Structure (ORCA input):
```
! wB97M-V def2-TZVPD RIJCOSX def2/J DEFGRID3
* xyz 0 1
C 3.78 -0.67 -1.11
C 2.39 -0.05 -0.70
C 2.51 0.39 0.72
C 1.18 0.89 1.28
C 0.67 2.21 0.60
C -0.71 2.61 1.08
C -1.93 1.70 0.55
C -2.03 1.35 -0.90
C -3.25 0.38 -1.16
C -3.18 -0.89 -0.30
N -1.97 -1.63 -0.72
C -1.18 -2.34 0.12
S -1.28 -2.53 1.77
O -0.10 -2.80 -0.53
C 0.99 -3.35 0.17
H 4.03 -1.43 -0.32
H 3.86 -1.11 -2.09
H 4.60 0.07 -1.02
H 2.25 0.85 -1.28
H 1.54 -0.71 -0.85
H 3.26 1.21 0.71
H 2.90 -0.37 1.41
H 0.33 0.12 1.21
H 1.23 1.21 2.37
H 1.42 2.96 0.82
H 0.59 2.19 -0.47
H -0.76 3.67 0.69
H -0.84 2.70 2.23
H -2.78 2.30 1.00
H -1.86 0.74 1.13
H -2.06 2.29 -1.49
H -1.04 0.89 -1.22
H -4.24 0.96 -1.06
H -3.27 0.06 -2.22
H -3.02 -0.56 0.72
H -4.14 -1.38 -0.42
H -1.71 -1.37 -1.74
H 1.40 -2.68 0.96
H 0.73 -4.28 0.64
H 1.69 -3.60 -0.58
*
```

Values from the calculation:
LUMO level   0.818 eV
Kohn-Sham gap   9.29 eV
Energy above the lowest of the compared OMol25 structures with the same formula, charge and spin   34.8 kcal/mol
E_HOMO   -8.47 eV


Entry 2:
C12H25NOSi | ωB97M-V/def2-TZVPD

Structure (ORCA input):
```
! wB97M-V def2-TZVPD RIJCOSX def2/J DEFGRID3
* xyz 0 1
C -2.28 -4.19 -0.39
C -1.35 -2.94 -0.44
C -2.10 -1.79 -1.17
C -1.44 -0.43 -1.06
C -2.00 0.40 0.15
C -1.39 1.80 0.27
C -0.17 1.70 1.27
C -0.65 1.46 2.72
C 0.45 3.01 1.18
N 1.01 4.05 1.30
O 0.76 0.57 0.93
Si 2.14 0.83 -0.06
C 3.77 1.40 0.71
C 1.79 1.89 -1.70
C 2.49 -0.87 -0.66
H -2.49 -4.46 -1.42
H -3.16 -3.96 0.26
H -1.79 -5.03 0.01
H -0.38 -3.13 -0.85
H -1.04 -2.59 0.63
H -3.16 -1.75 -0.90
H -2.16 -2.03 -2.24
H -0.37 -0.46 -0.93
H -1.55 0.19 -1.98
H -1.92 -0.21 0.98
H -3.10 0.51 -0.06
H -2.09 2.49 0.72
H -1.06 2.12 -0.74
H -0.83 0.43 2.96
H 0.05 1.88 3.48
H -1.53 2.03 2.95
H 4.58 1.24 -0.06
H 3.65 2.52 0.80
H 4.10 1.03 1.69
H 1.48 1.20 -2.45
H 1.08 2.70 -1.48
H 2.70 2.26 -2.04
H 2.00 -1.27 -1.57
H 3.59 -0.97 -0.89
H 2.38 -1.61 0.06
*
```

Values from the calculation:
LUMO level   0.773 eV
Kohn-Sham gap   10.97 eV
E_HOMO   -10.20 eV


Entry 3:
C12H25O4S4SbTc | ωB97M-V/def2-TZVPD

Structure (ORCA input):
```
! wB97M-V def2-TZVPD RIJCOSX def2/J DEFGRID3
* xyz 3 1
Tc 0.47 -0.66 0.25
C -2.07 -1.99 0.61
C -1.37 -2.99 -0.27
O -0.18 -2.38 -0.86
C 0.99 -3.26 -0.96
C 1.68 -3.33 0.37
O 1.95 -1.94 0.77
C 2.50 -1.77 2.13
C 2.34 -0.31 2.48
O 0.97 0.10 2.16
C -0.05 -0.14 3.19
C -1.36 -0.43 2.49
O -1.01 -1.41 1.46
H -2.81 -2.48 1.24
H -2.54 -1.18 0.05
H -2.03 -3.30 -1.09
H -1.07 -3.88 0.29
H 1.62 -2.80 -1.71
H 0.68 -4.24 -1.31
H 2.63 -3.86 0.27
H 1.09 -3.80 1.15
H 3.56 -2.04 2.12
H 1.96 -2.44 2.79
H 2.97 0.32 1.87
H 2.56 -0.12 3.53
H -0.14 0.75 3.82
H 0.26 -0.99 3.80
H -1.80 0.45 2.01
H -2.08 -0.86 3.18
S 3.59 1.40 -3.60
Sb 2.51 2.84 -4.78
S 0.64 0.24 -1.76
S 1.19 2.31 -1.57
S 0.41 3.13 -3.22
C -0.08 4.26 1.84
C 0.93 3.65 0.86
C 1.84 4.72 0.28
C 0.11 2.93 -0.22
H 0.45 4.69 2.69
H -0.79 3.52 2.23
H -0.64 5.06 1.36
H 1.53 2.91 1.39
H 1.26 5.46 -0.29
H 2.62 4.32 -0.38
H 2.35 5.26 1.08
H -0.41 2.05 0.16
H -0.61 3.60 -0.69
*
```

Values from the calculation:
LUMO level (spin up / spin down)   -11.270 / -11.271 eV
Kohn-Sham gap (spin up / spin down)   6.14 / 6.14 eV
Energy above the lowest of the compared OMol25 structures with the same formula, charge and spin   6.3 kcal/mol
E_HOMO (spin up / spin down)   -17.41 / -17.41 eV


Entry 4:
C12H26AlN2O2 | ωB97M-V/def2-TZVPD

Structure (ORCA input):
```
! wB97M-V def2-TZVPD RIJCOSX def2/J DEFGRID3
* xyz -1 1
C 5.66 0.16 -0.14
C 4.84 1.18 -0.33
Al 3.19 2.45 -0.40
C 1.44 1.31 -0.34
C 0.50 0.34 -0.13
H 6.17 -0.88 -0.09
H 3.23 3.13 -1.84
H 3.20 3.54 0.75
H -0.04 -0.68 -0.09
C 1.13 -2.92 5.22
C 1.02 -1.93 4.06
C -0.43 -1.45 3.80
O -1.25 -2.41 3.13
C -1.78 -3.42 3.97
N 1.62 -2.52 2.86
H 0.82 -3.93 4.94
H 2.17 -3.00 5.55
H 0.53 -2.60 6.07
H 1.61 -1.05 4.34
H -0.38 -0.59 3.13
H -0.91 -1.10 4.72
H -2.02 -3.04 4.97
H -1.09 -4.26 4.03
H -2.70 -3.79 3.51
H 1.64 -1.82 2.12
H 0.97 -3.23 2.51
C -0.35 2.12 -4.77
C -0.74 1.75 -3.34
C -2.06 0.95 -3.25
O -3.24 1.74 -3.43
C -3.56 2.02 -4.78
N -0.80 2.97 -2.52
H -0.93 2.97 -5.16
H 0.70 2.42 -4.81
H -0.48 1.28 -5.44
H 0.06 1.12 -2.94
H -2.13 0.54 -2.24
H -2.05 0.10 -3.93
H -3.29 1.20 -5.45
H -3.06 2.94 -5.09
H -4.63 2.19 -4.84
H -0.96 2.70 -1.55
H -1.65 3.47 -2.78
*
```

Values from the calculation:
LUMO level   2.669 eV
Kohn-Sham gap   7.88 eV
E_HOMO   -5.22 eV


Entry 5:
C12H26BBr2ClFNO5P | ωB97M-V/def2-TZVPD

Structure (ORCA input):
```
! wB97M-V def2-TZVPD RIJCOSX def2/J DEFGRID3
* xyz 1 1
C -2.06 -2.01 2.91
C -0.77 -2.19 2.15
F 0.23 -2.42 3.10
C -0.19 -0.99 1.38
C 1.21 -1.35 0.86
C 1.50 -0.47 -0.37
P 3.09 0.55 -0.11
O 3.99 -0.49 0.73
O 3.74 0.34 -1.63
C 0.25 0.41 -0.47
C -0.07 1.20 -1.73
C 0.95 2.31 -2.05
C 1.01 3.41 -1.01
Cl 2.23 4.62 -1.46
N -0.88 -0.49 0.10
B -1.22 -1.74 -0.85
O -0.55 -1.81 -2.02
O -2.02 -2.72 -0.40
C -2.19 0.25 0.34
Br -3.23 0.12 -1.32
C -2.11 1.69 0.86
C -3.37 2.51 0.60
Br -1.78 1.66 2.78
H -2.19 -2.89 3.54
H -2.03 -1.13 3.55
H -2.93 -1.97 2.25
H -0.81 -3.07 1.51
H -0.10 -0.14 2.06
H 1.23 -2.41 0.58
H 1.95 -1.25 1.65
H 1.62 -1.09 -1.26
H 4.17 -1.36 0.33
H 3.12 0.07 -2.31
H 0.37 1.13 0.35
H -1.04 1.69 -1.64
H -0.15 0.53 -2.59
H 0.61 2.76 -2.99
H 1.95 1.92 -2.25
H 0.05 3.94 -0.95
H 1.29 3.05 -0.02
H -0.12 -2.64 -2.23
H -2.88 -2.52 -0.02
H -2.76 -0.36 1.04
H -1.25 2.20 0.44
H -3.36 3.39 1.24
H -3.39 2.86 -0.44
H -4.28 1.95 0.83
O 4.09 -2.57 -1.62
H 5.00 -2.86 -1.74
H 4.11 -1.61 -1.67
*
```

Values from the calculation:
LUMO level   -3.088 eV
Kohn-Sham gap   9.29 eV
E_HOMO   -12.38 eV


Entry 6:
C12H26BBrNO9PS | ωB97M-V/def2-TZVPD

Structure (ORCA input):
```
! wB97M-V def2-TZVPD RIJCOSX def2/J DEFGRID3
* xyz 0 1
C 0.62 2.88 3.11
C -0.39 3.03 1.80
C 0.14 2.29 0.45
Br -1.00 2.74 -1.17
C 0.29 0.63 0.56
B -0.83 -0.05 1.56
N -0.67 -0.29 3.05
O -2.16 -0.44 0.97
C 1.85 0.37 0.97
C 2.37 -1.17 0.95
C 4.04 -1.08 0.81
C 4.74 -0.22 2.02
P 2.06 -2.17 2.55
O 0.87 -3.43 2.34
O 3.53 -3.03 3.04
C 1.88 -2.07 -0.32
S 0.33 -1.42 -1.13
O 0.58 -1.52 -2.69
O -0.84 -2.46 -0.88
O -0.07 0.18 -0.81
H 0.51 3.92 3.69
H 0.28 2.06 3.88
H 1.76 2.82 2.81
H -1.53 2.81 2.07
H -0.38 4.20 1.56
H 1.22 2.74 0.20
H 0.28 -0.07 3.41
H -0.93 -1.26 3.34
H -2.23 -1.42 1.25
H 2.51 0.97 0.17
H 2.15 0.83 2.02
H 4.26 -0.52 -0.19
H 4.51 -2.17 0.74
H 3.98 -0.01 2.92
H 5.62 -0.83 2.50
H 5.07 0.84 1.61
H 0.21 -3.19 1.62
H 3.37 -3.29 3.99
H 2.75 -2.00 -1.14
H 1.79 -3.24 -0.09
C -5.96 1.06 -6.02
O -5.69 0.43 -4.78
C -4.37 0.34 -4.47
O -3.44 0.74 -5.15
O -4.26 -0.28 -3.27
C -2.92 -0.45 -2.81
H -7.04 1.08 -6.17
H -5.60 2.10 -6.02
H -5.51 0.50 -6.85
H -2.43 0.53 -2.68
H -2.35 -1.07 -3.51
H -2.95 -0.95 -1.84
*
```

Values from the calculation:
LUMO level   -0.150 eV
Kohn-Sham gap   8.76 eV
E_HOMO   -8.91 eV


Entry 7:
C12H26BClO7S | ωB97M-V/def2-TZVPD

Structure (ORCA input):
```
! wB97M-V def2-TZVPD RIJCOSX def2/J DEFGRID3
* xyz 0 1
O 1.78 -6.14 -0.45
C 2.58 -5.37 -0.80
O 3.00 -5.32 -2.10
C 3.23 -4.33 0.07
B 3.78 -3.13 -0.82
C 2.99 -1.80 -1.14
C 1.48 -1.81 -0.79
C 0.67 -2.43 -1.93
C -0.84 -2.25 -1.84
S -1.57 -2.53 -0.23
O -1.07 -1.64 0.76
O -2.97 -2.37 -0.41
Cl -1.31 -4.49 0.31
H 2.23 -5.47 -2.67
H 4.04 -4.80 0.63
H 2.47 -4.03 0.80
H 4.88 -3.24 -1.24
H 3.44 -1.01 -0.53
H 3.10 -1.54 -2.19
H 1.29 -2.36 0.13
H 1.16 -0.79 -0.59
H 0.99 -1.92 -2.84
H 0.96 -3.47 -2.06
H -1.18 -1.28 -2.18
H -1.32 -2.97 -2.50
C -4.09 2.14 1.12
O -2.87 2.47 1.77
C -1.86 1.48 1.66
C -0.54 2.04 1.15
O -0.54 2.55 -0.18
C -1.28 3.73 -0.47
C -0.84 5.00 0.22
O -1.07 4.98 1.61
C 0.04 5.35 2.41
H -4.78 1.67 1.83
H -4.54 3.06 0.76
H -3.94 1.48 0.26
H -2.17 0.65 1.03
H -1.68 1.09 2.67
H 0.16 1.21 1.14
H -0.12 2.77 1.84
H -2.35 3.55 -0.33
H -1.14 3.89 -1.55
H -1.44 5.83 -0.19
H 0.21 5.21 -0.02
H 0.99 5.06 1.94
H -0.04 4.84 3.37
H 0.04 6.43 2.58
*
```

Values from the calculation:
LUMO level   0.030 eV
Kohn-Sham gap   8.98 eV
Energy above the lowest of the compared OMol25 structures with the same formula, charge and spin   0.0 kcal/mol
E_HOMO   -8.95 eV


Entry 8:
C12H26BIrN8 | ωB97M-V/def2-TZVPD

Structure (ORCA input):
```
! wB97M-V def2-TZVPD RIJCOSX def2/J DEFGRID3
* xyz 2 1
Ir 0.19 -0.66 0.24
C 2.61 0.30 1.71
C 1.68 -0.31 2.74
N 0.26 -0.24 2.30
C -0.44 1.06 2.49
C -0.04 2.07 1.43
N 0.11 1.41 0.08
C 1.29 1.92 -0.69
C 2.47 0.93 -0.68
N 2.26 -0.16 0.32
H 2.55 1.38 1.73
H 3.64 0.04 1.94
H 1.92 -1.37 2.89
H 1.82 0.19 3.70
H -0.25 -0.92 2.87
H -1.50 0.84 2.44
H -0.22 1.47 3.48
H -0.80 2.85 1.36
H 0.89 2.56 1.68
H -0.72 1.64 -0.48
H 0.97 2.08 -1.71
H 1.59 2.89 -0.28
H 2.57 0.45 -1.65
H 3.41 1.44 -0.47
H 2.89 -0.92 0.08
B -2.05 0.58 -1.97
N -0.68 -0.04 -2.47
C -0.31 -0.02 -3.76
C 0.80 -0.83 -3.92
C 1.05 -1.33 -2.65
N 0.15 -0.85 -1.79
N -2.55 -0.11 -0.64
C -3.83 -0.13 -0.27
C -3.96 -0.87 0.89
C -2.67 -1.29 1.18
N -1.83 -0.82 0.24
H -1.89 1.78 -1.77
H -2.87 0.35 -2.80
H -0.87 0.54 -4.48
H 1.34 -1.04 -4.83
H 1.84 -1.99 -2.32
H -4.58 0.36 -0.87
H -4.86 -1.09 1.43
H -2.31 -1.89 1.99
N 0.25 -2.78 0.34
H -0.71 -3.11 0.44
H 0.80 -3.24 1.06
H 0.57 -3.15 -0.55
*
```

Values from the calculation:
LUMO level   -5.804 eV
Kohn-Sham gap   9.38 eV
Energy above the lowest of the compared OMol25 structures with the same formula, charge and spin   0.0 kcal/mol
E_HOMO   -15.18 eV


Entry 9:
C12H26F4NO6PS2 | ωB97M-V/def2-TZVPD

Structure (ORCA input):
```
! wB97M-V def2-TZVPD RIJCOSX def2/J DEFGRID3
* xyz 0 1
O -5.70 0.42 -1.77
S -4.39 0.32 -2.27
O -4.24 0.28 -3.67
F -3.59 1.59 -1.75
N -3.58 -0.93 -1.51
C -4.00 -0.95 -0.09
C -2.90 -1.56 0.84
C -3.37 -1.18 2.27
F -2.70 -0.34 3.08
C -4.51 -1.68 2.70
F -4.96 -2.84 2.32
F -5.26 -0.98 3.53
P -3.76 -2.47 -2.33
S -5.02 -3.70 -1.54
H -4.08 0.10 0.23
H -5.00 -1.38 0.10
H -2.76 -2.64 0.69
H -1.99 -0.98 0.64
H -4.16 -2.17 -3.66
H -2.49 -3.09 -2.44
C 0.69 -1.87 2.54
O 0.84 -2.11 1.15
C 1.70 -1.17 0.52
C 3.10 -1.73 0.31
O 3.76 -1.97 1.54
C 3.72 -3.34 1.93
H 0.26 -2.75 2.99
H 1.65 -1.66 3.02
H 0.01 -1.02 2.69
H 1.74 -0.24 1.09
H 1.27 -0.94 -0.46
H 3.69 -0.99 -0.24
H 3.06 -2.64 -0.30
H 4.45 -3.91 1.36
H 2.72 -3.77 1.80
H 3.98 -3.39 2.99
C 2.80 2.36 0.35
O 1.99 2.31 -0.81
C 1.20 3.49 -0.98
C 1.81 4.43 -1.99
O 3.05 4.96 -1.54
C 4.17 4.30 -2.11
H 3.56 1.57 0.26
H 3.31 3.32 0.46
H 2.19 2.16 1.24
H 1.05 3.99 -0.02
H 0.22 3.16 -1.34
H 1.13 5.28 -2.13
H 1.93 3.94 -2.96
H 4.32 4.64 -3.13
H 4.05 3.21 -2.10
H 5.05 4.56 -1.51
*
```

Values from the calculation:
LUMO level   0.295 eV
Kohn-Sham gap   9.73 eV
E_HOMO   -9.43 eV


Entry 10:
C12H26GdN4O7 | ωB97M-V/def2-TZVPD

Structure (ORCA input):
```
! wB97M-V def2-TZVPD RIJCOSX def2/J DEFGRID3
* xyz 1 8
O 2.64 0.95 -0.91
H 3.59 0.75 -0.32
Gd 0.06 -0.02 -1.15
N -0.31 2.28 -1.69
N 0.09 1.62 0.67
N 0.49 -2.43 -1.57
N 0.15 -1.52 0.75
O -0.04 2.59 -2.91
O 0.92 -2.79 -2.75
O -0.09 -1.04 2.03
O 0.64 1.32 1.82
C -0.28 2.93 0.52
C -0.60 3.29 -0.81
C 0.36 -3.39 -0.63
C 0.27 -2.86 0.70
C -0.97 4.64 -1.29
H -0.08 5.21 -1.58
H -1.49 5.21 -0.51
H -1.62 4.59 -2.17
C -0.26 3.89 1.66
H 0.62 3.70 2.28
H -1.15 3.77 2.29
H -0.24 4.93 1.31
C 0.43 -4.86 -0.90
C 0.35 -3.70 1.93
H 0.59 -5.04 -1.97
H -0.49 -5.37 -0.58
H 1.26 -5.31 -0.33
H 0.72 -3.09 2.76
H 1.04 -4.54 1.76
H -0.63 -4.11 2.22
H 0.90 -1.33 -3.34
H 0.26 -0.04 2.01
C 4.85 0.73 0.05
H 5.50 0.87 -0.81
H 5.02 -0.27 0.44
H 4.98 1.49 0.84
O 0.58 -0.36 -3.24
H 2.77 1.85 -1.26
H 1.13 0.30 -3.70
C -3.34 0.75 1.04
C -2.87 -0.44 0.27
C -3.23 -1.74 0.89
O -2.19 -0.34 -0.79
H -4.33 0.54 1.45
H -3.38 1.65 0.42
H -2.64 0.93 1.88
H -3.11 -2.58 0.19
H -2.59 -1.91 1.77
H -4.28 -1.69 1.23
*
```

Values from the calculation:
LUMO level (spin up / spin down)   -4.047 / -5.043 eV
Kohn-Sham gap (spin up / spin down)   6.38 / 5.40 eV
E_HOMO (spin up / spin down)   -10.43 / -10.44 eV


Summary of energy in Ha
-1000.37323, -891.73326, -2685.90405, -975.07529, -6978.01932, -4543.02109, -1882.64833, -1039.67699, -2516.04972, -1983.67052
(order as listed above)